[1]
ORCA calculation (the ωB97M-V functional and the def2-TZVPD basis) on a molecular structure, C5H6O2.

Calculated values
**Orbital gap**: 0.3239 Ha

ORCA input file:
```
! wB97M-V def2-TZVPD RIJCOSX def2/J DEFGRID3
* xyz 0 1
O -2.525 -0.388 0.348
C -1.351 -0.288 0.110
C -0.486 0.971 0.244
C 0.398 -0.058 -1.072
C 1.363 0.486 0.305
O 1.781 0.098 -0.951
C -0.364 -1.274 -0.499
H -0.482 1.333 1.288
H -0.831 1.793 -0.383
H 1.741 1.461 0.610
H 1.524 -0.309 1.037
H -0.817 -1.866 -1.298
H 0.050 -1.960 0.261
*
```

Löwdin atomic charge list, values in e, 5 entries: atom 1 (O): 0.115, atom 2 (C): -0.417, atom 3 (C): -0.041, atom 4 (C): -0.120, atom 5 (C): -0.125


[2]
ORCA calculation (the ωB97M-V functional and the def2-TZVPD basis) on a single C5H6O molecule.

Calculated values
**Orbital gap**: 0.3217 Ha

ORCA input file:
```
! wB97M-V def2-TZVPD RIJCOSX def2/J DEFGRID3
* xyz 0 1
C 1.720 -0.831 0.123
C 0.259 -0.490 0.422
C -0.576 1.752 0.018
C -1.795 0.908 -0.044
C -0.518 0.358 -0.553
O -0.333 -0.866 1.410
H 2.190 -1.355 0.962
H 2.367 0.016 -0.146
H 1.738 -1.503 -0.741
H -2.555 1.226 -0.755
H -2.176 0.555 0.918
H -0.320 0.230 -1.614
*
```

Löwdin atomic charge list, values in e, 5 entries: atom 1 (C): -0.003, atom 2 (C): -0.424, atom 3 (C): 0.194, atom 4 (C): -0.178, atom 5 (C): -0.303


[3]
ORCA calculation (the ωB97M-V functional and the def2-TZVPD basis) on a molecular structure, C9H8N2O4Rh.

Calculated values
**Orbital gap (alpha / beta)**: 0.2166 / 0.2576 Ha

ORCA input file:
```
! wB97M-V def2-TZVPD RIJCOSX def2/J DEFGRID3
* xyz 3 5
Rh -0.103 -0.104 -0.130
O -1.260 -2.715 1.092
C -0.859 -1.735 0.626
C 0.677 1.519 -0.863
O 1.141 2.510 -1.232
C -1.845 0.794 -0.050
O -2.835 1.371 0.104
C 1.553 -1.082 -0.508
O 2.560 -1.636 -0.640
C -1.695 -1.977 -4.236
H -1.107 -2.888 -4.102
H -2.718 -1.999 -3.857
C -1.176 -0.884 -4.798
H -1.752 0.039 -4.902
H -0.142 -0.852 -5.148
N 1.716 1.285 2.170
C 1.872 1.581 3.479
C 0.774 1.056 4.129
C -0.018 0.441 3.149
N 0.570 0.595 1.957
H 2.337 1.530 1.405
H 2.720 2.128 3.886
H 0.552 1.105 5.166
H -0.962 -0.083 3.301
*
```

Löwdin atomic charge list, values in e, 5 entries: atom 1 (Rh): 0.749, atom 2 (O): 0.206, atom 3 (C): -0.161, atom 4 (C): -0.183, atom 5 (O): 0.200


[4]
ORCA calculation (the ωB97M-V functional and the def2-TZVPD basis) on a single C4H9N molecule.

Calculated values
**SMILES**: C=CNCC
**Orbital gap**: 0.3315 Ha

ORCA input file:
```
! wB97M-V def2-TZVPD RIJCOSX def2/J DEFGRID3
* xyz 0 1
C 1.129 0.449 2.381
C 0.538 -0.311 1.450
N -0.136 0.133 0.321
C -0.105 -0.556 -0.964
C -0.930 0.131 -1.988
H 1.471 -0.041 3.286
H 0.929 1.506 2.530
H 0.688 -1.387 1.415
H -0.589 1.021 0.497
H 0.961 -0.567 -1.181
H -0.507 -1.565 -0.838
H -2.009 -0.005 -1.909
H -0.814 1.224 -1.975
H -0.625 -0.034 -3.026
*
```

Löwdin atomic charge list, values in e, 5 entries: atom 1 (C): -0.029, atom 2 (C): -0.259, atom 3 (N): -0.077, atom 4 (C): -0.278, atom 5 (C): -0.114


What are the energy relative to the best compared isomer or geometry (same formula, charge and spin) values for these records? In order: 141.1 96.1 9.9 23.3 kcal per mole.
What are the strongest force on any atom values for these records? In order: 0.60 0.76 6.05 2.35 eV Å⁻¹.